Entry 1:
Density functional theory data (the ωB97M-V functional and the def2-TZVPD basis) for a 8-piece molecular cluster, C22H57BNO10S7 overall.

XYZ file:
```
98
Properties=species:S:1:pos:R:3:lowdin_charge:R:1
H 3.705 -1.095 2.464 0.0817
O 2.470 1.454 6.417 -0.0662
C -0.649 2.858 -2.380 -0.2730
H 2.133 -2.142 -7.758 0.0465
S -4.915 -4.044 4.795 0.7934
H 2.132 0.701 1.481 0.0809
H -1.343 -3.737 -7.142 0.0090
H -1.191 1.350 2.913 0.0965
C 1.221 3.603 8.240 -0.2745
H 2.517 -1.076 5.252 0.0451
S 0.672 -2.991 -6.077 0.8192
C 0.890 4.038 3.550 -0.0556
H -5.704 -6.209 4.101 0.0522
H 0.663 3.030 1.646 0.0587
C 2.832 -1.436 -3.869 -0.2840
H -4.186 -2.616 -5.363 0.0517
H -2.821 0.321 4.038 0.1178
C 7.169 2.671 -3.512 -0.2725
H -0.175 -5.077 -6.923 0.0578
H 3.496 -1.298 -1.100 0.0593
C -0.616 -4.190 -6.465 -0.2652
H -2.972 -0.494 2.040 0.0709
H 4.004 2.412 -5.346 0.0488
H 2.814 -1.111 -4.909 0.0390
H -5.144 -3.627 2.444 0.0553
C 2.857 -0.636 3.061 -0.1564
H -5.285 -2.072 -9.770 0.0488
H -0.307 1.885 -2.743 0.0100
H 1.215 2.979 9.135 0.0553
S -4.358 -2.874 -7.726 0.8167
H -6.643 -5.546 5.461 0.0427
H -1.447 3.238 -3.022 0.0454
O -3.832 -4.668 5.610 -0.5564
H 0.867 3.018 7.391 0.0314
H 2.042 5.955 9.550 0.0532
H 0.184 3.562 -2.385 0.0505
C -2.521 1.479 -1.055 -0.2664
H 0.496 -2.417 -8.399 0.0526
H 2.224 -0.232 -0.462 0.0303
O -2.940 -2.517 -8.037 -0.5669
O -2.815 -1.273 2.594 -0.1291
O -0.203 2.050 0.125 -0.5427
H -0.280 0.225 1.812 0.0891
H 1.117 5.007 3.018 0.0293
H -0.541 -0.451 4.941 0.1056
C 4.791 2.853 -4.735 -0.2715
O 1.719 -3.709 -5.291 -0.5575
H 2.100 -2.226 -3.724 0.0221
H -4.522 -1.060 -6.157 0.0615
S 0.109 5.002 8.478 0.7948
O 5.635 0.515 -3.788 -0.5653
H 4.394 3.084 -3.745 0.0603
H 1.843 -2.325 3.971 0.0483
H -3.254 1.899 -1.747 0.0445
H -1.114 -4.472 -5.538 0.0522
H -3.984 -4.951 2.772 0.0582
C -5.413 -1.802 -8.722 -0.2723
C 2.486 -0.920 -1.264 -0.2413
H 1.605 -3.798 -8.142 0.0557
H 5.157 3.761 -5.216 0.0491
C -0.843 -0.593 3.869 -0.1934
C -4.333 -3.967 3.091 -0.2651
H -5.126 -0.759 -8.577 0.0587
H -2.056 0.593 -1.491 0.0590
H 6.623 2.914 -2.599 0.0617
H 3.830 -1.798 -3.621 0.0577
C 1.284 -2.825 -7.765 -0.2602
H -0.362 -1.552 3.515 0.0994
O 1.140 1.474 4.833 -0.0347
C 0.829 2.894 2.766 -0.0905
H 0.762 4.081 4.656 0.0287
O 0.995 0.329 -3.085 -0.5788
H -6.455 -1.949 -8.435 0.0520
C -4.769 -2.122 -6.140 -0.2629
H -2.684 -1.415 4.730 0.1045
S 2.428 -0.023 -2.825 0.8172
C 2.412 -1.371 4.181 -0.0581
S 6.139 1.662 -4.595 0.8010
H 1.772 -1.745 -1.282 0.0636
H 3.217 1.498 2.687 0.0944
C 2.351 0.774 2.587 -0.1379
S -1.261 2.717 -0.688 0.8350
H 7.459 3.585 -4.032 0.0491
O 0.274 5.913 7.308 -0.5586
H 2.231 3.960 8.036 0.0620
H -3.508 -3.255 3.037 0.0213
C -6.169 -5.310 4.508 -0.2875
B 1.012 1.342 3.343 -0.7901
H 1.023 5.035 10.698 0.0449
C -2.437 -0.727 3.880 -0.2431
C -0.376 0.553 2.883 -0.1189
H -6.921 -4.928 3.815 0.0461
H -5.832 -2.259 -5.936 0.0533
H -3.017 1.208 -0.123 0.0371
H 8.062 2.100 -3.259 0.0477
C 1.019 5.730 9.857 -0.2895
H 0.518 6.652 10.152 0.0403
N 2.389 1.722 5.235 -0.0399
```

Computed properties:
Highest occupied orbital energy: -3.842 eV
Kohn-Sham gap: 5.31 eV
Multiplicity: 1
Strongest force on any atom: 2.8 eV/A
Total charge: -1
E_LUMO: 1.5 eV

***

Entry 2:
Density functional theory data (the ωB97M-V functional and the def2-TZVPD basis) for a 7-piece molecular cluster, C22H59N3O7 overall.

XYZ file:
```
91
Properties=species:S:1:pos:R:3:lowdin_charge:R:1
O -1.890 -3.109 4.707 -0.0006
H -2.008 -7.180 4.534 0.0926
H -2.892 -6.110 3.595 0.0762
H -1.348 0.774 0.235 0.0378
H 4.026 0.289 0.357 0.1223
H 0.759 1.988 2.885 0.1639
H 0.589 -5.592 0.856 0.1149
H 5.215 2.930 0.606 0.0547
H -0.487 3.921 -0.179 0.1686
H 0.408 -6.665 2.970 0.1341
O -3.263 2.400 2.104 0.3386
C -2.159 -6.108 4.402 -0.0289
H -2.576 -2.246 2.267 0.0976
H -0.235 -0.205 -3.448 0.1113
H 0.102 -6.129 5.591 0.0932
C -0.349 -3.728 1.414 -0.1128
C -1.557 -1.861 2.259 -0.0680
O -0.015 3.125 0.075 0.3074
O 0.214 1.237 3.131 0.3297
C -0.943 -5.265 3.925 -0.4504
H -1.199 -6.373 2.156 0.1246
H 1.966 -0.413 0.584 0.0689
H 2.041 4.155 -3.640 0.0911
C 0.065 3.425 -5.422 0.0049
H -2.784 -2.903 4.426 0.0979
C -2.528 2.531 -3.317 -0.4229
O -1.657 4.790 -3.325 -0.0019
H -1.693 -1.034 2.956 0.0565
H 0.022 -4.474 5.749 0.0781
H -3.041 3.160 1.562 0.1626
H -1.968 4.977 -2.437 0.0903
C 0.170 -5.230 4.978 -0.0444
C 4.953 1.760 -1.019 -0.3940
C 1.064 4.238 -3.164 -0.0033
H 1.144 1.431 -4.135 0.1307
C -0.667 0.751 -3.744 -0.1869
H 2.553 -1.468 -0.832 0.1089
H 1.106 3.436 -5.746 0.0847
H 0.926 -3.009 4.297 0.0610
H 6.187 -0.053 -1.364 0.0838
H 4.789 2.702 -1.543 0.1376
C -2.011 1.040 -3.042 -0.1164
H -0.579 2.709 -5.932 0.0719
H 0.494 3.286 0.873 0.1554
H 3.356 1.754 0.354 0.0864
H 1.437 -2.248 2.725 0.0728
H 1.407 -4.774 2.185 0.1081
C 0.430 -5.051 1.788 -0.1563
H -1.408 -1.494 1.244 0.0717
H -2.652 1.699 1.865 0.0578
H -3.074 2.627 3.018 0.1767
H 0.673 5.254 -3.110 0.0731
H 6.663 1.269 -2.246 0.0817
H -0.402 1.225 2.395 0.0225
O 2.591 0.681 -1.019 -0.1953
H 0.996 -0.644 -0.753 0.0699
N -1.335 3.465 -3.265 -0.1293
H -1.858 0.706 -2.015 0.0809
H -0.719 0.550 -4.814 0.1137
H 0.692 1.696 -2.455 0.0870
N -1.379 -3.825 3.610 -0.1185
C -0.366 -5.942 2.711 -0.1522
H 1.213 4.006 -2.110 0.0398
H -4.228 1.970 -1.946 0.0875
C 3.733 1.039 -0.378 -0.2740
C -3.610 2.840 -2.172 -0.0277
H -0.298 4.413 -5.705 0.0815
C -3.340 2.436 -4.588 -0.0370
N 5.790 2.283 0.087 0.0288
H 0.345 -3.084 0.875 0.0988
H -0.556 2.402 0.400 0.0191
C -0.029 3.272 -3.832 -0.4603
H -4.165 3.726 -2.478 0.0855
H -2.799 0.336 -3.306 0.1171
C 2.051 -0.562 -0.493 -0.0608
H -1.156 -3.980 0.725 0.1280
H -2.722 1.949 -5.342 0.0788
H 1.167 -4.979 4.617 0.0764
C -0.686 -2.977 2.698 -0.5312
H -3.083 3.083 -1.249 0.0287
H -4.203 1.777 -4.494 0.0989
O -1.299 1.192 1.117 -0.3062
C 0.623 -2.426 3.427 0.0021
H 0.504 -1.474 3.943 0.0464
H 6.122 1.611 0.765 0.0735
H 5.077 0.561 -2.726 0.0823
H -3.539 3.407 -5.040 0.0993
H -2.800 -5.776 5.219 0.0809
H -0.219 1.493 3.948 0.1835
C 0.363 1.826 -3.486 -0.1599
C 5.748 0.790 -1.898 -0.0517
```

Computed properties:
Highest occupied orbital energy: -12.176 eV
Kohn-Sham gap: 3.73 eV
Multiplicity: 1
ΔE to the lowest compared entry with this formula, charge and spin: 3.0884 eV
Strongest force on any atom: 4.6 eV/A
Total charge: +2
E_LUMO: -8.4 eV

***

Entry 3:
Density functional theory data (the ωB97M-V functional and the def2-TZVPD basis) for a 9-piece molecular cluster, C22H60Br2F6N5O11S2 overall.

XYZ file:
```
108
Properties=species:S:1:pos:R:3:lowdin_charge:R:1
H 19.355 21.894 16.696 0.1635
H 25.152 5.239 11.366 0.1498
H 5.223 16.094 15.260 0.0925
H 30.545 17.989 10.424 0.1553
F 20.997 14.528 5.360 0.1188
H 26.791 18.320 13.321 0.0901
C 30.397 16.085 11.483 -0.0054
N 31.206 18.241 12.404 0.2222
H 8.639 15.651 13.669 0.1769
O 26.318 5.015 9.745 -0.2061
C 25.594 5.859 10.585 -0.1996
O 17.188 7.232 5.407 -0.3673
H 9.226 19.079 17.264 0.0991
C 25.523 3.912 9.317 -0.0734
C 21.879 14.712 6.357 -0.6456
C 6.221 15.656 15.243 -0.0136
C 18.185 12.408 13.185 -0.1911
O 8.342 18.788 15.362 -0.1856
H 18.540 20.264 14.871 0.0971
H 24.860 7.788 12.366 0.1075
H 27.067 7.095 9.004 0.1481
H 17.979 22.703 17.087 0.1673
H 30.836 18.520 13.302 0.1643
H 7.955 17.289 16.721 0.1389
H 28.876 19.170 12.044 0.1229
H 28.297 7.577 9.837 0.1595
H 18.869 10.646 11.094 0.1704
H 17.813 13.432 13.219 0.1364
C 15.985 11.086 12.728 -0.0210
H 19.899 13.636 14.388 0.0846
F 21.299 15.090 7.516 0.0857
H 19.316 19.255 16.976 0.1329
H 21.350 12.745 13.738 0.0937
H 20.700 14.191 12.939 0.0874
H 29.473 15.524 11.338 0.1015
H 16.944 19.689 15.132 0.1005
H 19.147 18.242 20.491 0.1017
F 15.282 9.412 4.783 0.0727
H 15.374 10.447 12.090 0.0942
H 26.508 8.449 12.609 0.0856
C 7.463 17.815 15.903 -0.1877
H 16.763 20.991 17.257 0.1565
C 9.391 19.255 16.201 -0.0812
H 15.400 11.910 13.136 0.0961
H 9.477 20.292 15.874 0.0971
H 27.185 17.653 14.779 0.1025
N 27.290 7.657 9.813 0.2539
Br 20.020 5.448 15.437 -0.9967
S 22.978 13.080 6.556 0.4755
C 18.935 18.248 19.422 -0.0772
H 6.647 18.347 16.394 0.1575
H 18.112 11.918 14.156 0.1448
H 25.475 3.102 10.045 0.0973
H 6.410 15.305 16.258 0.0933
H 7.009 17.084 13.848 0.1571
C 27.666 18.179 13.954 -0.0876
H 17.868 18.360 17.084 0.1483
C 14.761 8.227 4.400 -0.6020
H 10.387 18.856 16.011 0.0814
Br 12.709 12.980 18.501 -0.9955
C 18.319 19.295 17.416 -0.1783
H 17.082 21.350 14.757 0.0997
H 8.845 15.444 15.239 0.1709
C 26.551 7.004 11.085 -0.2119
O 18.508 19.458 18.799 -0.1740
H 19.922 17.943 19.075 0.0872
C 7.238 16.794 14.873 -0.2813
O 15.121 7.038 6.823 -0.4110
N 18.101 10.450 11.720 0.2292
H 27.004 8.622 9.731 0.1515
N 18.485 21.837 17.207 0.2224
O 23.205 12.705 5.146 -0.3694
H 28.022 17.907 11.135 0.1508
H 18.681 21.792 18.196 0.1540
H 17.118 12.191 11.243 0.1586
H 24.786 6.246 9.965 0.1383
C 17.666 20.571 16.815 -0.2618
H 27.319 6.480 11.655 0.1462
H 25.570 8.909 11.214 0.0834
H 24.512 4.218 9.051 0.1010
C 25.792 8.074 11.878 -0.0272
C 17.584 20.554 15.308 -0.0413
C 28.827 18.100 11.844 -0.1619
H 31.197 15.905 10.766 0.0960
H 18.326 17.378 19.182 0.1015
F 22.686 15.702 6.056 0.1181
C 20.440 13.297 13.504 -0.0647
H 31.589 19.134 12.129 0.1692
O 24.224 13.380 7.256 -0.3956
O 19.511 12.521 12.751 -0.1971
F 15.107 7.963 3.065 0.0437
H 25.961 3.367 8.480 0.0955
H 18.534 9.941 12.477 0.1777
H 17.552 9.822 11.151 0.1772
C 17.322 11.651 12.169 -0.2749
H 30.499 15.948 12.560 0.0851
H 16.181 10.318 13.476 0.0956
H 9.339 16.789 14.678 0.1532
S 15.764 6.896 5.474 0.4977
H 28.009 19.187 14.189 0.0910
C 30.230 17.641 11.408 -0.2577
F 13.463 8.276 4.569 0.1408
H 6.032 14.816 14.575 0.0922
O 28.528 17.473 13.092 -0.2073
O 15.479 5.664 4.744 -0.3745
N 8.578 16.136 14.553 0.2350
O 22.209 12.074 7.302 -0.3875
H 32.040 17.701 12.586 0.1691
```

Computed properties:
Highest occupied orbital energy: -5.981 eV
Kohn-Sham gap: 2.11 eV
Multiplicity: 1
ΔE to the lowest compared entry with this formula, charge and spin: 13.7009 eV
Strongest force on any atom: 4.2 eV/A
Total charge: +1
E_LUMO: -3.9 eV